#a
Molecular formula: C5H9N
Method: DFT, ωB97M-V with the def2-TZVPD basis set

Each line ends with the Mulliken charge.
Cartesian coordinates (Å):
C1 -0.0652 -0.7029 -1.4434  -1.495
C2 -0.2751 -0.5126 0.0660  0.649
C3 1.0750 -0.5854 0.8155  -1.256
C4 -1.0758 0.7996 0.3614  -0.694
C5 -0.1832 1.9259 0.6414  0.318
N1 0.6180 2.7180 0.9041  -0.476
H1 -0.9361 -0.3756 -2.0216  0.384
H2 0.1069 -1.7598 -1.6778  0.362
H3 0.8070 -0.1417 -1.7971  0.357
H4 -0.9164 -1.3290 0.4189  0.256
H5 1.8511 -1.0222 0.1781  0.341
H6 1.0244 -1.1740 1.7356  0.286
H7 1.4332 0.4111 1.0848  0.329
H8 -1.7459 0.6870 1.2225  0.329
H9 -1.7180 1.0617 -0.4884  0.310

Computed properties:
**LUMO**: 0.88 eV

=====

#b
Molecular formula: C5H9N
Method: DFT, ωB97M-V with the def2-TZVPD basis set

Each line ends with the Mulliken charge.
Cartesian coordinates (Å):
C1 -0.9575 -1.5948 0.2009  -0.633
C2 -0.2663 -1.2653 1.4721  -0.571
C3 -0.5124 -0.2119 0.4180  0.038
C4 1.1500 1.5194 -0.2187  -0.475
C5 0.2489 1.2621 -1.4385  -0.463
H1 -2.0353 -1.7894 0.2598  0.198
H2 -0.5046 -2.0890 -0.6265  0.301
H3 0.7398 -1.7046 1.5381  0.282
H4 -0.9544 -1.3474 2.3849  0.221
H5 -1.2720 0.5082 0.6816  0.418
H6 0.6124 2.2122 0.4754  0.274
H7 2.2787 1.4633 -0.3723  0.250
H8 0.7626 1.1996 -2.3509  0.267
H9 -0.7763 1.7056 -1.4111  0.255
N1 0.4532 0.2264 -0.4546  -0.363

Computed properties:
**LUMO**: 1.29 eV

=====

The most stable arrangement is #a, and the next structure is 58.1 kcal/mol less stable.

=====

#a
Molecular formula: C8H13N2S
Method: DFT, ωB97M-V with the def2-TZVPD basis set

Each line ends with the Mulliken charge.
Cartesian coordinates (Å):
C1 2.7423 1.7030 1.3913  -0.549
C2 1.5467 1.3988 0.8268  -0.174
C3 2.8442 -0.3900 0.7359  -0.176
C4 0.6787 -0.6702 -0.1812  -0.730
C5 -1.2265 -1.8457 -1.1667  -1.752
C6 -0.6821 0.5130 -1.8306  -1.482
C7 -1.5681 -0.0065 0.4972  -1.497
C8 -0.6735 -0.5053 -0.6655  2.170
N1 3.5307 0.5923 1.3162  0.013
N2 1.6097 0.0721 0.3990  0.260
S1 2.1415 -2.5803 -1.5106  -0.134
H1 3.0759 2.6188 1.8348  0.413
H2 0.6830 2.0174 0.6943  0.436
H3 3.1880 -1.3783 0.4892  0.306
H4 -0.6106 -2.2217 -1.9808  0.435
H5 -2.2434 -1.7182 -1.5265  0.453
H6 -1.2260 -2.5823 -0.3669  0.381
H7 -0.2883 1.4809 -1.5264  0.361
H8 -0.0865 0.1417 -2.6598  0.395
H9 -1.7091 0.6443 -2.1619  0.431
H10 -1.2872 0.9877 0.8352  0.346
H11 -1.5186 -0.6936 1.3386  0.408
H12 -2.5959 0.0293 0.1449  0.435
H13 4.4789 0.5141 1.6630  0.251

Computed properties:
**LUMO (spin up / spin down)**: -5.19 / -5.71 eV
**Total charge**: +1

=====

#b
Molecular formula: C8H13N2S
Method: DFT, ωB97M-V with the def2-TZVPD basis set

Each line ends with the Mulliken charge.
Cartesian coordinates (Å):
C1 -0.8821 1.2619 -2.1668  -0.131
C2 0.6933 1.0202 -4.0062  -0.305
C3 0.3816 0.8689 -1.8081  -0.071
C4 0.1425 -0.5191 1.8601  -0.977
C5 -1.0209 0.2516 1.2481  0.085
C6 -0.0047 -0.3017 0.3347  -0.377
C7 -2.3792 -0.4707 1.2087  -1.258
C8 0.8808 0.6869 -0.3731  0.123
N1 1.2295 0.7752 -2.8761  -0.628
N2 2.3325 0.1550 -0.6316  -0.233
S1 -0.9611 1.5264 -3.9049  -0.045
H1 -1.7758 1.2099 -1.5825  0.374
H2 1.2453 0.9883 -4.8418  0.552
H3 0.8542 -0.0190 2.4654  0.286
H4 -0.0114 -1.4722 2.2084  0.332
H5 -0.8780 1.2547 1.5769  0.450
H6 -0.1878 -1.2288 -0.2773  0.354
H7 -2.9692 -0.1051 2.1311  0.345
H8 -2.2867 -1.5208 1.0153  0.332
H9 -2.9696 -0.0394 0.4236  0.310
H10 0.9401 1.6222 0.3041  0.332
H11 3.1593 0.7745 -0.5855  0.331
H12 2.2214 -0.3166 -1.5581  0.455
H13 2.6236 -0.6209 -0.0065  0.365

Computed properties:
**LUMO**: -3.11 eV
**Total charge**: +1

=====

The most stable arrangement is #b, and the next structure is 88.6 kcal/mol less stable.

=====

#a
Molecular formula: C4H9BrO2S
Method: DFT, ωB97M-V with the def2-TZVPD basis set

Each line ends with the Mulliken charge.
Cartesian coordinates (Å):
C1 -2.2526 1.5329 -0.4979  -0.726
C2 2.3420 -1.8641 0.1044  -1.002
C3 -1.0012 1.7215 0.2118  -0.611
C4 -0.1479 -0.7106 0.7861  -0.548
O1 1.9237 0.6098 -0.1614  -0.681
O2 0.6871 -0.7765 -1.7700  -0.636
S1 1.1062 -0.5649 -0.3839  1.232
Br1 -1.4291 -1.7893 0.3700  0.019
H1 -2.6474 2.5327 -0.6729  0.361
H2 -2.0405 0.8003 -1.3939  0.230
H3 -2.9941 1.1267 0.2707  0.224
H4 1.9457 -2.4270 0.9258  0.327
H5 2.4313 -2.4690 -0.8366  0.302
H6 3.2598 -1.3016 0.3532  0.312
H7 -0.1315 1.7919 -0.3987  0.458
H8 -0.9880 2.1285 1.2813  0.309
H9 -0.0632 -0.3413 1.8122  0.431

Computed properties:
**LUMO (spin up / spin down)**: -0.99 / 0.01 eV

=====

#b
Molecular formula: C4H9BrO2S
Method: DFT, ωB97M-V with the def2-TZVPD basis set

Each line ends with the Mulliken charge.
Cartesian coordinates (Å):
C1 -0.9931 -2.3777 -0.6241  -1.112
C2 -0.1402 2.3907 0.4728  -1.025
C3 -0.8264 -0.9835 -0.1440  -0.411
C4 0.8958 -0.3374 0.5192  -0.446
O1 1.4710 1.2489 -1.3738  -0.599
O2 2.3709 1.8212 0.6919  -0.606
S1 1.2213 1.3572 0.0084  1.160
Br1 2.2343 -1.4106 -0.0431  -0.030
H1 -1.1829 -3.0555 0.1883  0.302
H2 -1.7853 -2.4507 -1.3874  0.339
H3 -0.1234 -2.6797 -1.3457  0.303
H4 -1.1513 2.2190 0.0924  0.355
H5 -0.2878 2.4732 1.5542  0.347
H6 0.1497 3.3905 0.1755  0.364
H7 -1.0945 -0.3378 -1.0416  0.255
H8 -1.4857 -0.7963 0.6339  0.363
H9 0.7278 -0.4715 1.6229  0.440

Computed properties:
**LUMO**: 0.50 eV

=====

The most stable arrangement is #b, and the next structure is 47.9 kcal/mol less stable.

=====

#a
Molecular formula: C4H4F3I
Method: DFT, ωB97M-V with the def2-TZVPD basis set

Each line ends with the Mulliken charge.
Cartesian coordinates (Å):
C1 1.8094 -0.9714 0.3022  -0.764
C2 0.6100 -0.4465 0.5885  -0.228
C3 -0.5625 -0.1540 -0.3848  -0.504
C4 -0.9745 1.2890 -0.1695  0.756
F1 -2.0530 1.7066 -0.8901  -0.240
F2 0.0200 2.1617 -0.4772  -0.235
F3 -1.3157 1.4490 1.1774  -0.237
I1 -2.1668 -1.4997 -0.0754  0.148
H1 2.5885 -1.4061 0.8869  0.299
H2 1.9838 -1.2495 -0.7134  0.204
H3 0.1107 -0.4081 1.5193  0.415
H4 -0.0498 -0.4712 -1.7639  0.387

Computed properties:
**LUMO**: -0.04 eV

=====

#b
Molecular formula: C4H4F3I
Method: DFT, ωB97M-V with the def2-TZVPD basis set

Each line ends with the Mulliken charge.
Cartesian coordinates (Å):
C1 -0.4723 0.3000 0.4625  -0.907
C2 0.7407 0.2520 -0.3764  -0.167
C3 -0.0336 1.6306 1.1478  1.398
C4 1.1682 1.4862 0.3427  -0.810
F1 -0.0763 1.5285 2.4753  -0.280
F2 -0.7671 2.7575 0.8526  -0.284
F3 4.2095 2.0576 1.1296  -0.602
I1 2.5823 2.7601 -0.3018  0.592
H1 -1.3976 0.4731 -0.0959  0.260
H2 -0.6072 -0.6517 1.1776  0.271
H3 1.4929 -0.6644 -0.2232  0.208
H4 0.7609 0.4724 -1.4079  0.320

Computed properties:
**LUMO**: -2.27 eV

=====

#c
Molecular formula: C4H4F3I
Method: DFT, ωB97M-V with the def2-TZVPD basis set

Each line ends with the Mulliken charge.
Cartesian coordinates (Å):
C1 -0.1902 -0.0995 -0.6797  -0.978
C2 -0.2653 -0.2035 0.7926  -0.471
C3 -1.0762 -1.2682 -1.0938  1.048
C4 -1.4263 -1.5144 0.4211  -0.078
F1 -0.4653 -2.2287 -1.7355  -0.295
F2 -2.1262 -1.0425 -1.8228  -0.299
F3 -0.9789 -2.7429 0.7595  -0.282
I1 -3.4975 -1.1740 0.9366  0.086
H1 -0.7170 0.6763 -1.0798  0.309
H2 0.7235 0.0029 -1.2373  0.385
H3 0.5892 -0.7059 1.3759  0.240
H4 -0.7310 0.5134 1.3346  0.336

Computed properties:
**LUMO**: 0.27 eV

=====

The most stable arrangement is #c, and the next structure is 7.2 kcal/mol less stable.

=====

#a
Molecular formula: C5H7O3S
Method: DFT, ωB97M-V with the def2-TZVPD basis set

Each line ends with the Mulliken charge.
Cartesian coordinates (Å):
C1 0.1301 -0.4626 3.2196  -0.944
C2 -1.5759 -0.0919 -1.1473  -0.180
C3 -0.5838 -0.1326 -0.2072  0.520
C4 0.3689 -0.1960 1.9312  -0.147
C5 -1.3735 -0.0534 -2.6162  -0.825
O1 3.1353 -0.5972 -0.6065  -0.469
O2 3.7065 1.3829 0.6752  -0.478
O3 -0.8303 0.0100 1.1876  -0.271
S1 2.6527 0.6708 -0.0080  0.663
H1 1.0774 -0.4256 3.8553  0.135
H2 -0.7055 -0.2089 3.7563  0.356
H3 -2.5622 0.2816 -0.7558  0.251
H4 0.4818 -0.0996 -0.2876  -0.315
H5 -0.2728 -0.0798 -2.8379  0.255
H6 -1.8242 -0.9300 -3.1903  0.228
H7 -1.8243 0.9323 -2.9684  0.221

Computed properties:
**LUMO (spin up / spin down)**: 3.16 / 3.16 eV
**Total charge**: -1

=====

#b
Molecular formula: C5H7O3S
Method: DFT, ωB97M-V with the def2-TZVPD basis set

Each line ends with the Mulliken charge.
Cartesian coordinates (Å):
C1 0.4273 -0.1681 0.1771  0.222
C2 -0.0660 1.0769 -0.1947  1.033
C3 1.9148 -0.4252 0.1204  0.479
C4 -1.5416 1.2689 -0.3861  -1.442
C5 -0.4143 -1.1786 0.9009  -1.136
O1 2.3124 -1.5411 0.3509  -0.671
O2 2.6313 0.6573 -0.2250  -0.679
O3 0.6268 2.1291 -0.4612  -0.842
S1 -1.2240 -2.2113 -0.5968  -0.366
H1 -2.0316 1.5300 0.6529  0.197
H2 -2.0451 0.4186 -0.7909  0.280
H3 -1.5717 2.1647 -0.8767  0.537
H4 0.2342 -1.9341 1.2663  0.363
H5 -1.1859 -0.8088 1.4723  0.443
H6 1.8878 1.5785 -0.2658  0.438
H7 0.0456 -2.5569 -1.1437  0.145

Computed properties:
**LUMO**: 3.39 eV
**Total charge**: -1

=====

The most stable arrangement is #b, and the next structure is 97.2 kcal/mol less stable.

=====

#a
Molecular formula: C4HNO2
Method: DFT, ωB97M-V with the def2-TZVPD basis set

Each line ends with the Mulliken charge.
Cartesian coordinates (Å):
C1 0.0996 -1.6920 0.0216  0.288
C2 -1.2175 0.9634 0.0101  0.166
C3 0.5889 -0.4271 -0.0021  -0.648
C4 1.5833 0.3680 -0.0118  0.910
N1 -0.3499 -2.7541 0.0089  -0.466
O1 2.3974 1.1981 -0.0488  -0.407
O2 -1.0882 2.1118 0.0533  -0.234
H1 -2.0135 0.2319 -0.0313  0.390

Computed properties:
**LUMO**: -1.28 eV

=====

#b
Molecular formula: C4HNO2
Method: DFT, ωB97M-V with the def2-TZVPD basis set

Each line ends with the Mulliken charge.
Cartesian coordinates (Å):
C1 0.1365 1.1933 0.9999  0.104
C2 0.3544 1.0722 -0.1813  -0.311
C3 -1.5862 -0.8404 1.9978  0.104
C4 -0.5749 0.9940 3.2115  0.687
N1 0.1800 1.2310 2.3275  -0.363
O1 -0.8638 -1.0422 1.1155  -0.196
O2 -1.2421 0.3463 4.0163  -0.411
H1 0.6678 1.0724 -1.2495  0.385

Computed properties:
**LUMO**: 0.41 eV

=====

#c
Molecular formula: C4HNO2
Method: DFT, ωB97M-V with the def2-TZVPD basis set

Each line ends with the Mulliken charge.
Cartesian coordinates (Å):
C1 0.4195 0.3441 -0.0442  -0.370
C2 1.7327 0.4954 0.0299  0.605
C3 -3.0004 0.2884 0.1656  -0.159
C4 -1.9335 -0.2157 -0.0106  -0.249
N1 -0.2634 -0.8486 -0.0918  0.430
O1 2.8698 0.6277 0.0862  -0.215
O2 0.3832 -1.9211 -0.0638  -0.419
H1 -0.2078 1.2297 -0.0713  0.376

Computed properties:
**LUMO (spin up / spin down)**: -2.88 / -2.88 eV

=====

The most stable arrangement is #a, and the next structure is 7.9 kcal/mol less stable.

=====

#a
Molecular formula: H20O10
Method: DFT, ωB97M-V with the def2-TZVPD basis set

Each line ends with the Mulliken charge.
Cartesian coordinates (Å):
H1 1.2808 -0.0385 -0.1425  0.252
H2 -0.1002 0.3982 0.3180  0.263
H3 0.7478 4.0534 -0.5661  0.298
H4 1.5826 2.9477 -1.1910  0.296
H5 5.6466 -0.5274 -0.6316  0.319
H6 6.7924 -0.7517 -1.6047  0.319
H7 0.3871 -0.7421 3.5018  0.249
H8 -0.9740 -1.1879 2.9933  0.279
H9 -2.7778 3.3771 -1.2920  0.321
H10 -3.7482 3.3566 -2.4616  0.314
H11 -3.0935 -0.4265 -3.2129  0.304
H12 -1.9784 -0.1657 -2.2136  0.316
H13 0.5672 2.4915 2.8855  0.324
H14 1.6012 2.7008 3.9796  0.296
H15 2.2933 -3.7422 -1.7269  0.311
H16 0.8772 -3.4490 -2.1946  0.304
H17 -2.8807 -1.7564 0.2392  0.312
H18 -3.7092 -1.2993 1.4286  0.254
H19 -1.2946 -3.9980 0.3880  0.267
H20 -2.1171 -4.1047 1.6616  0.275
O1 0.5538 -0.3002 0.4337  -0.536
O2 0.8994 3.1023 -0.5290  -0.583
O3 6.1536 -0.0872 -1.3231  -0.638
O4 -0.0791 -0.9894 2.6953  -0.526
O5 -3.0327 3.8752 -2.0767  -0.635
O6 -2.8587 -0.5513 -2.2865  -0.611
O7 1.3284 3.0352 3.1178  -0.622
O8 1.7509 -3.0489 -2.1196  -0.615
O9 -2.8330 -1.2157 1.0357  -0.578
O10 -1.7703 -3.4620 1.0325  -0.528

Computed properties:
**LUMO**: 0.29 eV

=====

#b
Molecular formula: H20O10
Method: DFT, ωB97M-V with the def2-TZVPD basis set

Each line ends with the Mulliken charge.
Cartesian coordinates (Å):
O1 2.1984 1.0782 3.8539  -0.643
H1 2.2724 1.8262 3.2612  0.324
H2 1.5792 0.4900 3.4216  0.318
O2 3.8683 -0.2562 -2.7300  -0.627
H3 4.3306 0.0416 -3.5134  0.314
H4 3.2897 -0.9517 -3.0426  0.315
O3 0.0953 -1.8164 0.2440  -0.628
H5 -0.7595 -2.0077 0.6301  0.320
H6 -0.1066 -1.4575 -0.6201  0.311
O4 4.4196 -3.7495 1.0918  -0.634
H7 3.6960 -3.2399 0.7270  0.317
H8 4.8286 -4.1635 0.3318  0.315
O5 -4.5382 -1.2328 2.0428  -0.643
H9 -4.6895 -2.1779 2.0392  0.311
H10 -4.1749 -1.0512 2.9096  0.328
O6 -4.3582 2.8782 -0.3624  -0.642
H11 -4.2376 1.9812 -0.0508  0.327
H12 -5.1140 3.2027 0.1271  0.314
O7 -0.7672 2.9662 -3.8286  -0.634
H13 -1.5174 2.9129 -3.2364  0.327
H14 -0.5270 3.8928 -3.8288  0.310
O8 -2.3465 -1.6916 5.8571  -0.634
H15 -2.5749 -2.5296 6.2593  0.316
H16 -1.6327 -1.3527 6.3974  0.322
O9 2.5964 3.4356 -0.5253  -0.638
H17 2.1786 3.6885 -1.3486  0.307
H18 3.0008 2.5883 -0.7119  0.329
O10 -0.3478 -1.3790 -4.8572  -0.640
H19 -0.2813 -1.4943 -5.8051  0.311
H20 -0.3805 -0.4305 -4.7326  0.326

Computed properties:
**LUMO**: 0.15 eV

=====

The most stable arrangement is #b, and the next structure is 16.3 kcal/mol less stable.

=====

#a
Molecular formula: H20O10
Method: DFT, ωB97M-V with the def2-TZVPD basis set

Each line ends with the Mulliken charge.
Cartesian coordinates (Å):
O1 -0.4130 22.0360 4.0910  -0.558
H1 -0.4830 22.8720 4.4720  0.225
H2 0.4370 21.9840 4.0740  0.397
O2 0.8140 21.5450 1.6420  -0.646
H3 0.5240 22.4080 1.4390  0.161
H4 0.4600 20.9860 1.1290  0.580
O3 -0.3660 18.7490 2.4780  -0.729
H5 -0.2210 19.0860 1.5780  0.377
H6 -1.2060 19.1340 2.7550  0.263
O4 -0.1430 20.0360 0.6690  -0.747
H7 -0.3390 19.2480 0.2550  0.392
H8 -1.0550 20.5380 0.9180  0.352
O5 4.1150 21.4850 1.6770  -0.680
H9 3.6680 21.4010 0.9210  0.421
H10 3.9040 20.6080 2.2490  0.252
O6 1.6180 21.3260 4.0500  -0.709
H11 1.4020 21.1080 3.0860  0.386
H12 2.2930 20.6260 4.1980  0.363
O7 0.0500 24.1090 0.9720  -0.729
H13 0.3360 24.7370 0.3240  0.247
H14 -0.1130 24.5510 1.8910  0.339
O8 3.3770 20.6160 -0.2620  -0.571
H15 2.8450 19.8570 -0.1100  0.267
H16 3.0840 20.9660 -1.0140  0.293
O9 -1.9710 23.1120 0.0200  -0.604
H17 -2.3840 22.6390 0.7490  0.320
H18 -1.3410 23.4800 0.4470  0.355
O10 3.1220 23.6980 0.1090  -0.640
H19 2.7180 24.5880 0.3780  0.281
H20 3.0640 23.1980 1.0270  0.342

Computed properties:
**LUMO**: -0.35 eV

=====

#b
Molecular formula: H20O10
Method: DFT, ωB97M-V with the def2-TZVPD basis set

Each line ends with the Mulliken charge.
Cartesian coordinates (Å):
H1 -1.2844 -1.7663 -0.4701  0.222
H2 -0.0967 -1.7937 -1.4181  0.315
H3 0.0214 1.1140 -0.9380  0.310
H4 -0.4633 2.0404 -2.0411  0.169
H5 1.9871 -0.3419 -1.5950  0.276
H6 1.4739 -1.5728 -0.8661  0.284
H7 -3.3901 -0.7207 -0.8874  0.231
H8 -3.4870 0.7753 -0.6370  0.341
H9 5.4155 -1.6477 -1.1881  0.325
H10 4.1576 -1.9216 -0.3801  0.255
H11 -0.4373 -0.2195 3.5315  0.306
H12 0.4047 -1.1613 2.6865  0.313
H13 -5.1734 -1.7070 0.5315  0.301
H14 -6.4181 -1.2967 -0.2383  0.334
H15 -1.6216 3.3420 0.5035  0.293
H16 -1.2315 1.9120 0.8399  0.282
H17 3.8036 -0.9821 0.9930  0.271
H18 2.9876 0.1512 0.3933  0.396
H19 1.0572 2.5299 0.6375  0.276
H20 2.4657 2.7931 0.1307  0.312
O1 -0.3558 -1.5158 -0.5323  -0.594
O2 -0.4633 1.9343 -1.0831  -0.422
O3 2.1195 -0.8609 -0.7937  -0.553
O4 -3.8366 0.0746 -1.1991  -0.598
O5 4.5447 -2.0558 -1.2525  -0.600
O6 0.3911 -0.7121 3.5391  -0.622
O7 -6.0885 -1.9650 0.3730  -0.623
O8 -1.8035 2.4273 0.2599  -0.604
O9 3.7441 -0.0205 0.9653  -0.616
O10 1.5774 3.1671 0.1352  -0.579

Computed properties:
**LUMO**: -0.67 eV

=====

The most stable arrangement is #b, and the next structure is 112.5 kcal/mol less stable.